[1]
{"formula": "C4H12N2O", "method": "ωB97M-V/def2-TZVPD", "symbols": ["H", "N", "C", "N", "C", "C", "C", "H", "H", "H", "H", "H", "H", "H", "H", "H", "O", "H", "H"], "positions_angstrom": [[-0.257654, -3.575720, 0.093423], [-0.610469, -2.721500, 0.500779], [-0.559561, -1.816010, -0.410193], [-0.538105, -0.487324, -0.208192], [-0.531293, 0.461621, -1.317590], [0.544718, 1.535706, -1.175399], [0.464428, 2.383822, 0.102569], [-0.823008, -2.110290, -1.441890], [-0.605697, -0.207648, 0.760580], [-0.262900, -0.085587, -2.220572], [-1.520963, 0.912501, -1.362068], [0.620946, 2.165768, -2.065656], [1.523232, 1.042655, -1.130734], [0.620846, 1.762795, 0.981663], [-0.503119, 2.880410, 0.185973], [1.277304, 3.100241, -0.036684], [0.246271, -1.386935, 3.006235], [0.984057, -1.858633, 3.415874], [-0.069032, -1.995872, 2.321879]], "forces_ev_per_a": [[-0.819, -0.535, -0.066], [1.335, 0.762, 0.548], [-1.430, -0.528, -0.491], [0.097, -0.416, -0.058], [0.324, 0.286, 0.518], [0.484, -0.318, 0.688], [0.013, -0.188, -1.034], [1.075, 0.296, -0.112], [0.244, 0.325, -0.060], [-0.578, -0.168, -0.046], [-0.096, 0.143, -0.499], [-0.485, -0.003, 0.028], [-0.110, -0.211, -0.092], [0.145, 0.129, 0.111], [0.100, 0.196, 0.048], [-0.235, 0.225, 0.693], [0.315, 0.009, 0.316], [-0.202, 0.228, -0.072], [-0.178, -0.232, -0.420]], "largest_force_ev_per_a": 1.6, "smiles": "[H]/N=C/NCCC.O", "orbital_gap_ev": 9.901, "lumo_ha": 0.03555}

***

[2]
{"formula": "C4H12N2O", "method": "ωB97M-V/def2-TZVPD", "symbols": ["C", "C", "C", "O", "C", "H", "H", "H", "H", "H", "H", "H", "H", "N", "N", "H", "H", "H", "H"], "positions_angstrom": [[0.547026, 1.897116, 0.319250], [0.301191, 0.766048, -0.379294], [1.147963, 0.393319, -1.570335], [-0.984517, 0.242383, -0.577602], [-1.987909, 0.640428, 0.331562], [1.409206, 2.499327, 0.089887], [-0.044741, 2.217662, 1.158204], [1.269860, -0.683721, -1.597809], [0.665869, 0.697597, -2.495232], [2.126790, 0.846367, -1.506697], [-1.734396, 0.347576, 1.356457], [-2.896905, 0.120389, 0.031428], [-2.146758, 1.722690, 0.290344], [0.640398, -1.648798, 1.409375], [-0.129876, -2.452147, 0.555908], [1.390534, -2.229763, 1.788020], [0.885721, -0.645039, 0.863907], [0.397549, -2.870715, -0.214505], [-0.857006, -1.860720, 0.147130]], "forces_ev_per_a": [[-0.102, -1.118, 0.310], [-1.427, 2.541, -2.160], [-0.113, -0.427, 0.519], [1.345, -0.451, 0.813], [-0.127, 0.044, 0.291], [0.438, -0.318, 0.194], [-0.370, 0.148, -0.062], [0.088, -0.285, -0.118], [-0.138, 0.046, -0.017], [0.203, 0.119, 0.065], [0.006, 0.049, -0.066], [0.052, 0.070, -0.002], [0.013, -0.039, -0.022], [0.375, 3.273, -1.244], [-0.897, -0.798, -0.693], [0.033, 0.899, -0.374], [0.318, -3.686, 2.281], [-0.039, 0.389, 0.084], [0.341, -0.454, 0.202]], "largest_force_ev_per_a": 4.3, "smiles": "C=C(C)OC.NN", "orbital_gap_ev": 8.764, "lumo_ha": 0.03077}